Entry 1:
{
  "formula": "C30H37N12OSV",
  "method": "ωB97M-V with the def2-TZVPD basis set",
  "elements": ["V", "N", "C", "N", "C", "N", "N", "C", "C", "C", "C", "C", "C", "N", "C", "C", "C", "C", "C", "C", "H", "H", "H", "H", "H", "H", "H", "H", "H", "H", "H", "C", "C", "N", "C", "C", "N", "C", "C", "H", "H", "H", "H", "H", "H", "H", "H", "H", "H", "H", "H", "H", "N", "C", "O", "C", "C", "C", "C", "N", "C", "H", "H", "H", "H", "H", "H", "C", "C", "C", "N", "N", "C", "N", "S", "H", "H", "H", "H", "H", "H", "H"],
  "xyz": [[-0.5805, 0.7857, 0.3242], [-0.9862, -2.7903, 2.9631], [-0.6647, -2.0322, 1.9270], [-1.2789, -0.9308, 1.5805], [-2.3494, -0.4935, 2.3849], [-3.0000, 0.5875, 2.0915], [-2.5011, 1.1426, 0.9440], [-3.2029, 1.9821, 0.2880], [-2.7011, 2.2785, -1.0569], [-3.3432, 3.1454, -1.9244], [-2.8819, 3.2547, -3.2282], [-1.8033, 2.4802, -3.6260], [-1.2104, 1.6399, -2.6977], [-1.6339, 1.5358, -1.4377], [-2.7377, -1.2779, 3.5466], [-3.7906, -0.9030, 4.3877], [-4.1176, -1.6915, 5.4687], [-3.4040, -2.8644, 5.7294], [-2.3620, -3.2520, 4.9118], [-2.0396, -2.4509, 3.8249], [-0.4523, -3.6269, 3.1476], [0.1827, -2.3620, 1.3370], [-4.1598, 2.3473, 0.6475], [-4.1964, 3.7167, -1.5841], [-3.3672, 3.9252, -3.9247], [-1.4274, 2.5206, -4.6387], [-0.3644, 1.0151, -2.9674], [-4.3364, 0.0043, 4.1717], [-4.9319, -1.4049, 6.1192], [-3.6697, -3.4772, 6.5799], [-1.8067, -4.1602, 5.1112], [-0.6013, -4.4261, -3.5717], [-0.7130, -3.1553, -2.6931], [0.3545, -2.2060, -3.0084], [1.6581, -2.8619, -2.8612], [1.8100, -4.0182, -3.8787], [0.4867, -4.1749, -4.5767], [0.1782, -2.9403, -5.3753], [0.1926, -1.7464, -4.3891], [-1.5139, -4.6439, -4.1228], [-0.3151, -5.3117, -3.0077], [-0.6505, -3.4282, -1.6405], [-1.6741, -2.6679, -2.8524], [1.7429, -3.2394, -1.8426], [2.4516, -2.1298, -2.9935], [2.0474, -4.9720, -3.4122], [2.5533, -3.8110, -4.6462], [0.5395, -4.9713, -5.2107], [-0.7907, -3.0943, -5.8462], [0.9351, -2.8575, -6.1524], [-0.7404, -1.1899, -4.4727], [1.0140, -1.0721, -4.6286], [5.7838, -0.0575, -0.6446], [4.4697, -0.3169, -0.6866], [3.9151, -0.8526, -1.6355], [3.6438, 0.0782, 0.5122], [4.1187, 0.3312, 1.7919], [3.2145, 0.6355, 2.8010], [1.8649, 0.6783, 2.5061], [1.3986, 0.4231, 1.2767], [2.2755, 0.1354, 0.3134], [6.3512, -0.3257, -1.4333], [6.2240, 0.4470, 0.1037], [5.1744, 0.2735, 2.0260], [3.5521, 0.8314, 3.8088], [1.1282, 0.9251, 3.2603], [1.8909, -0.0900, -0.6795], [1.1669, 5.4015, 4.1433], [-0.0884, 4.9944, 3.3720], [0.2152, 4.3484, 2.0607], [-0.2257, 3.1986, 1.6895], [0.1942, 2.8355, 0.4246], [0.9656, 3.7298, -0.1352], [1.5385, 3.5767, -1.3531], [1.2301, 5.1108, 0.8620], [0.8912, 5.8183, 5.1096], [1.7377, 6.1639, 3.6111], [1.8195, 4.5450, 4.3167], [-0.7162, 5.8700, 3.1907], [-0.6899, 4.2832, 3.9380], [1.1165, 2.9176, -1.9856], [1.9934, 4.3651, -1.7828]],
  "forces_ev_per_angstrom": [[0.23, 0.16, 0.35], [-0.01, -0.02, 0.01], [0.00, 0.04, -0.02], [-0.02, 0.07, 0.09], [-0.01, 0.00, -0.04], [0.03, 0.04, 0.00], [-0.06, 0.12, 0.01], [-0.11, -0.07, -0.03], [-0.04, -0.13, -0.12], [0.01, 0.06, 0.00], [-0.01, 0.01, 0.01], [0.00, -0.01, -0.01], [0.01, 0.02, 0.03], [0.00, 0.07, 0.02], [0.01, -0.01, 0.00], [-0.01, 0.01, 0.00], [0.00, 0.00, 0.01], [-0.01, 0.00, 0.01], [0.01, -0.02, 0.01], [0.02, 0.02, -0.02], [-0.01, 0.00, 0.01], [0.00, 0.00, 0.00], [-0.01, -0.02, -0.02], [0.00, 0.00, 0.00], [0.00, 0.00, 0.00], [0.00, 0.01, 0.00], [0.00, 0.00, 0.00], [0.00, 0.00, 0.00], [0.00, 0.00, 0.00], [0.00, 0.00, 0.00], [-0.01, 0.00, 0.00], [0.01, 0.00, -0.01], [0.01, -0.01, -0.02], [-0.02, -0.09, -0.08], [0.00, 0.02, 0.00], [-0.01, 0.01, -0.01], [0.00, 0.01, 0.01], [0.01, 0.00, 0.01], [0.04, 0.01, 0.01], [0.00, 0.00, 0.00], [0.00, 0.00, 0.01], [0.01, -0.01, 0.00], [0.00, 0.01, 0.00], [-0.01, -0.01, 0.00], [-0.01, 0.00, 0.01], [0.00, 0.00, 0.00], [0.00, 0.00, 0.00], [0.00, 0.00, 0.00], [-0.01, 0.00, 0.01], [0.00, 0.00, -0.01], [0.00, 0.00, 0.00], [0.01, 0.00, 0.01], [-0.02, -0.02, 0.01], [0.00, -0.02, -0.03], [0.00, 0.02, 0.00], [0.04, -0.01, 0.02], [0.01, 0.01, 0.02], [0.02, -0.01, 0.00], [-0.05, 0.00, -0.02], [0.02, -0.02, -0.22], [0.02, -0.12, 0.00], [0.00, 0.00, 0.00], [0.00, 0.01, 0.00], [0.00, 0.00, 0.00], [0.00, 0.00, 0.00], [0.00, 0.00, 0.00], [0.01, 0.01, 0.00], [0.00, 0.00, 0.00], [0.00, -0.01, -0.01], [-0.01, -0.01, 0.01], [0.06, -0.04, 0.02], [-0.14, -0.11, 0.00], [-0.04, 0.05, 0.01], [0.03, -0.02, 0.01], [0.01, -0.01, -0.02], [0.00, 0.00, 0.00], [0.00, -0.01, 0.00], [0.00, 0.00, 0.00], [0.00, 0.00, 0.00], [0.01, -0.01, 0.00], [0.00, 0.01, -0.01], [-0.02, 0.01, 0.00]],
  "orbital_gap_ev": [7.384, 7.423],
  "multiplicity": 4,
  "total_charge": 3,
  "relative_energy_ev": 0.414
}

***

Entry 2:
{
  "formula": "C30H38Br18N2Si",
  "method": "ωB97M-V with the def2-TZVPD basis set",
  "elements": ["C", "Si", "C", "C", "C", "C", "C", "C", "C", "C", "C", "C", "C", "C", "C", "C", "N", "C", "C", "N", "C", "C", "C", "C", "C", "C", "C", "H", "H", "H", "H", "H", "H", "H", "H", "H", "H", "H", "H", "H", "H", "H", "H", "H", "H", "H", "H", "H", "H", "H", "H", "H", "H", "H", "H", "H", "H", "H", "H", "C", "Br", "Br", "Br", "H", "C", "Br", "Br", "Br", "H", "C", "Br", "Br", "Br", "H", "C", "Br", "Br", "Br", "H", "C", "Br", "Br", "Br", "H", "C", "Br", "Br", "Br", "H"],
  "xyz": [[-1.1740, 3.1499, -2.4108], [-0.2315, 1.9706, -1.2540], [0.9396, 3.0589, -0.1717], [-1.3263, 0.9899, -0.0385], [-2.8540, 0.8469, -0.4485], [-3.2525, -0.5542, -1.0610], [-3.3054, -1.7374, -0.0190], [-1.9058, -2.4096, 0.2904], [-1.5096, -1.9796, 1.7832], [0.0550, -1.9809, 1.9921], [0.4102, -1.8555, 3.5404], [0.6011, -0.3145, 3.8497], [-0.3996, 0.3783, 4.6284], [-0.1824, 1.8490, 4.9386], [1.0099, 2.4870, 4.4439], [2.0507, 1.7903, 3.6019], [3.1418, 2.5470, 3.1965], [3.9624, 1.7772, 2.4334], [3.7713, 0.3377, 2.1090], [2.7173, -0.3938, 2.5541], [1.8284, 0.3656, 3.3014], [0.8971, 0.7359, -2.1624], [0.3037, -0.3233, -3.0136], [1.0630, -1.3470, -3.7347], [2.5306, -1.3116, -3.6379], [3.1785, -0.2578, -2.8308], [2.3827, 0.7471, -2.0873], [-1.6561, 3.9428, -1.7708], [-1.9253, 2.6156, -3.0634], [-0.3912, 3.6846, -3.0326], [1.6264, 2.3762, 0.4172], [1.5797, 3.6854, -0.8519], [0.3580, 3.7046, 0.5485], [-1.3085, 1.5589, 0.9438], [-0.8058, 0.0174, 0.1630], [-3.1626, 1.6286, -1.2056], [-3.5053, 1.0481, 0.4566], [-2.6294, -0.8825, -1.9353], [-4.3079, -0.4341, -1.4610], [-3.8443, -1.4531, 0.9347], [-3.9512, -2.5456, -0.4863], [-1.0778, -1.9913, -0.3602], [-1.8995, -3.5285, 0.2359], [-2.0275, -2.6526, 2.5256], [-1.8548, -0.9165, 1.9601], [0.5212, -2.9008, 1.5411], [0.4679, -1.0563, 1.4995], [-0.3793, -2.3062, 4.1957], [1.3947, -2.3460, 3.7641], [-1.2981, -0.1842, 4.9995], [-0.9800, 2.3447, 5.5368], [1.1708, 3.5679, 4.7058], [4.8823, 2.2764, 2.0215], [4.5400, -0.1887, 1.4879], [-0.8081, -0.3325, -3.1130], [0.5122, -2.1114, -4.3289], [3.0971, -2.0793, -4.2204], [4.2962, -0.2639, -2.8122], [2.9220, 1.5219, -1.4917], [-7.2445, -1.4508, 1.6871], [-6.6417, -3.1899, 1.0920], [-6.0191, -0.6616, 2.9602], [-7.5966, -0.2637, 0.2002], [-8.1870, -1.6010, 2.2037], [-0.2536, -5.8179, 4.2879], [-0.6739, -7.7062, 4.3201], [1.0026, -5.3882, 2.8823], [-1.8530, -4.7296, 4.1904], [0.2320, -5.5847, 5.2308], [-5.1877, 3.4420, -3.6930], [-3.6799, 3.2324, -4.8856], [-5.6658, 1.7696, -2.8472], [-4.8869, 4.8438, -2.3939], [-6.0347, 3.7467, -4.2992], [5.2811, 1.7677, -6.0910], [5.1629, 3.6815, -5.8202], [3.8290, 0.8297, -5.2136], [5.4074, 1.3142, -7.9703], [6.2027, 1.4372, -5.6226], [3.1977, -8.3490, 4.3916], [4.6965, -8.6226, 3.2000], [2.6688, -9.9890, 5.2698], [3.5414, -6.9309, 5.6634], [2.3586, -8.0306, 3.7794], [3.3215, 7.5398, -5.9707], [3.1998, 9.4514, -5.6979], [1.8741, 6.5956, -5.1009], [3.4471, 7.0887, -7.8475], [4.2432, 7.2100, -5.5018]],
  "forces_ev_per_angstrom": [[0.32, 0.05, -0.07], [0.64, 0.47, 0.87], [0.21, -0.34, -0.08], [-0.61, 0.40, 0.45], [-0.05, -0.46, -0.27], [-0.95, 0.09, 0.66], [-0.18, -1.16, -1.02], [0.29, 1.36, 1.60], [0.57, 0.01, -0.55], [-0.60, -0.10, 0.68], [0.77, 1.31, -0.53], [-1.14, 0.30, 1.01], [2.62, 1.04, -1.18], [1.72, -1.79, -1.62], [-1.20, -0.98, 0.36], [-2.03, 0.18, 1.38], [0.09, -3.54, -1.36], [-0.05, -0.19, 0.05], [-0.92, 0.61, 0.87], [1.07, 2.77, 0.07], [-0.92, 0.34, 0.81], [2.08, -2.12, -1.90], [1.41, 0.07, 0.18], [1.17, 2.10, 1.62], [-1.83, 1.27, 1.03], [-2.24, -0.74, 0.45], [-1.06, -1.83, -1.38], [0.18, -0.84, -0.70], [0.94, 0.83, 0.79], [-0.97, -0.66, 0.43], [-0.72, 0.81, -0.48], [-0.54, -0.37, 0.78], [0.68, -0.60, -0.79], [0.18, -0.56, -1.02], [-0.71, 0.80, -0.21], [0.52, -0.66, 0.82], [0.62, -0.40, -0.95], [-0.33, 0.51, 0.79], [1.12, -0.14, 0.37], [0.72, -0.12, -1.02], [0.56, 0.94, 0.46], [-1.06, -0.64, 0.34], [-0.12, 0.98, -0.14], [0.54, 0.79, -0.82], [0.18, -1.15, -0.12], [-0.45, 0.97, 0.40], [-0.27, -1.18, 0.19], [0.70, 0.57, -0.61], [-0.93, 0.30, -0.25], [1.07, 0.74, -0.41], [1.04, -0.10, -0.57], [0.00, -1.26, -0.47], [-1.05, -0.55, 0.49], [-0.82, 0.59, 0.65], [1.00, -0.06, 0.08], [0.69, 0.71, 0.53], [-0.30, 0.92, 0.77], [-1.29, 0.13, 0.31], [-0.58, -0.77, -0.58], [-0.03, -0.04, 0.00], [-0.09, 0.24, 0.09], [-0.13, -0.09, -0.19], [0.12, -0.14, 0.18], [0.16, 0.04, -0.08], [0.01, 0.05, 0.11], [0.08, 0.24, -0.04], [-0.18, -0.20, 0.18], [0.19, -0.45, 0.07], [-0.06, -0.05, -0.16], [-0.05, 0.04, -0.04], [-0.42, 0.06, -0.07], [0.06, 0.22, -0.11], [-0.01, -0.22, -0.15], [0.15, -0.05, 0.10], [-0.15, -0.03, -0.17], [0.00, -0.19, -0.06], [0.74, 0.73, -0.98], [0.00, 0.10, 0.20], [-0.15, 0.07, -0.09], [-0.06, -0.01, -0.07], [-0.19, 0.04, 0.20], [0.11, 0.24, -0.10], [-0.06, -0.21, -0.16], [0.12, -0.03, 0.11], [0.04, -0.04, 0.01], [-0.01, -0.26, -0.05], [0.18, 0.14, -0.14], [-0.05, 0.07, 0.27], [-0.15, 0.07, -0.07]],
  "orbital_gap_ev": 8.167,
  "multiplicity": 1
}

***

Entry 3:
{
  "formula": "C30H38ClN2O4PPtSi2",
  "method": "ωB97M-V with the def2-TZVPD basis set",
  "elements": ["Pt", "C", "Si", "C", "C", "C", "C", "C", "C", "C", "C", "N", "Si", "C", "C", "C", "H", "H", "H", "H", "H", "H", "H", "H", "H", "H", "H", "H", "H", "H", "H", "H", "H", "H", "H", "H", "H", "H", "N", "C", "C", "C", "C", "C", "C", "P", "C", "C", "C", "C", "C", "C", "C", "C", "C", "C", "C", "C", "H", "H", "H", "H", "H", "H", "H", "H", "H", "H", "H", "H", "H", "H", "H", "H", "O", "Cl", "O", "O", "O"],
  "xyz": [[0.5248, -0.3997, 0.2283], [3.0553, 1.0010, -1.8369], [1.4184, 1.8658, -1.7136], [1.6284, 3.6574, -2.1449], [0.1798, 1.0716, -2.8490], [0.6645, 1.8814, 0.2004], [-0.7305, 2.0115, -0.0015], [-1.4873, 3.2072, -0.0387], [-2.8593, 3.1295, -0.2013], [-3.4515, 1.8874, -0.3439], [-2.6455, 0.7257, -0.3338], [-1.3513, 0.7980, -0.1832], [1.5054, 2.8910, 1.6611], [0.1115, 3.3499, 2.8056], [2.6892, 1.7973, 2.5913], [2.4245, 4.3804, 1.0424], [3.3602, 1.1314, -2.8791], [3.0182, -0.0710, -1.6466], [3.8338, 1.4547, -1.2235], [1.8008, 3.7079, -3.2224], [2.4814, 4.1104, -1.6509], [0.7398, 4.2495, -1.9295], [0.6298, 1.1091, -3.8447], [-0.7622, 1.6192, -2.8900], [-0.0433, 0.0234, -2.6345], [-0.9880, 4.1589, 0.0584], [-3.4618, 4.0264, -0.2140], [-4.5213, 1.7848, -0.4487], [-3.0814, -0.2603, -0.4196], [-0.5952, 2.5328, 2.9580], [-0.4384, 4.2339, 2.4856], [0.5506, 3.5830, 3.7774], [2.2436, 0.8570, 2.9151], [2.9163, 2.3611, 3.5002], [3.6434, 1.6230, 2.0950], [1.8010, 5.0746, 0.4825], [3.2862, 4.1179, 0.4300], [2.8047, 4.9183, 1.9130], [2.7550, -0.7110, 0.9994], [3.4750, -1.8201, 0.4293], [4.8565, -1.8155, 0.3067], [5.4954, -2.9434, -0.1859], [4.7692, -4.0825, -0.5215], [3.3914, -4.0826, -0.4068], [2.7383, -2.9299, 0.0342], [0.9590, -2.7967, 0.1039], [0.3421, -3.8326, 1.4043], [0.8947, -3.6431, 2.6769], [0.5040, -4.4490, 3.7262], [-0.4466, -5.4415, 3.5138], [-1.0022, -5.6296, 2.2549], [-0.6218, -4.8236, 1.1974], [0.1980, -3.1382, -1.4652], [0.9572, -3.3145, -2.6281], [0.3145, -3.5146, -3.8364], [-1.0741, -3.5237, -3.8966], [-1.8328, -3.3140, -2.7503], [-1.2054, -3.1085, -1.5353], [3.2741, 0.1582, 0.9346], [2.5691, -0.8694, 1.9888], [5.4293, -0.9513, 0.6153], [6.5710, -2.9424, -0.2896], [5.2820, -4.9658, -0.8747], [2.8218, -4.9637, -0.6742], [1.6293, -2.8666, 2.8520], [0.9296, -4.3037, 4.7079], [-0.7540, -6.0729, 4.3351], [-1.7310, -6.4111, 2.0948], [-1.0493, -4.9905, 0.2188], [2.0381, -3.2994, -2.5874], [0.8960, -3.6684, -4.7344], [-1.5678, -3.6919, -4.8435], [-2.9120, -3.3099, -2.8067], [-1.7917, -2.9247, -0.6449], [-2.0781, 0.4033, 2.8164], [-1.3150, -0.7991, 2.7571], [-1.2127, -1.4655, 3.9979], [0.1158, -0.4018, 2.3617], [-1.7876, -1.6566, 1.6968]],
  "forces_ev_per_angstrom": [[-0.53, -0.57, 0.36], [0.00, -0.05, 0.15], [0.20, 0.18, 0.00], [-0.15, -0.03, -0.02], [-0.06, -0.11, 0.08], [0.19, 0.12, -0.05], [-0.26, -0.03, -0.12], [0.02, -0.10, 0.02], [0.03, 0.01, 0.00], [0.03, -0.13, 0.01], [-0.07, 0.07, 0.04], [0.13, 0.07, 0.08], [-0.01, 0.00, -0.14], [-0.05, -0.07, -0.01], [-0.03, 0.03, 0.13], [0.00, -0.02, -0.01], [0.05, 0.02, -0.05], [-0.01, -0.04, 0.01], [0.04, 0.02, 0.07], [0.01, 0.00, -0.08], [0.06, 0.04, 0.03], [-0.03, 0.05, -0.01], [0.00, 0.00, -0.05], [-0.02, 0.03, -0.01], [0.03, -0.01, 0.01], [0.05, 0.07, 0.03], [-0.01, 0.03, 0.00], [-0.04, 0.00, -0.01], [-0.01, -0.03, 0.00], [0.00, -0.04, -0.01], [-0.02, 0.04, -0.06], [0.03, 0.03, 0.04], [-0.04, 0.15, 0.06], [0.07, 0.01, 0.03], [0.07, 0.07, 0.01], [-0.05, 0.05, -0.04], [0.05, -0.01, -0.03], [0.01, 0.03, 0.07], [0.28, -0.10, -0.01], [-0.04, 0.10, 0.06], [-0.05, -0.08, -0.01], [-0.05, 0.00, 0.01], [0.04, 0.02, 0.01], [-0.01, 0.04, 0.00], [0.04, -0.08, -0.06], [0.07, 0.11, -0.31], [0.01, 0.11, 0.06], [0.05, -0.02, 0.06], [-0.03, 0.00, -0.05], [0.01, 0.03, 0.01], [0.00, 0.02, -0.05], [-0.04, -0.05, -0.04], [-0.06, -0.04, -0.13], [-0.04, 0.05, 0.06], [-0.01, 0.01, -0.01], [-0.02, -0.01, -0.01], [0.05, 0.02, 0.01], [0.08, 0.01, -0.09], [0.00, -0.14, -0.06], [0.03, 0.02, -0.10], [0.03, 0.04, 0.01], [0.04, -0.01, 0.01], [0.00, -0.01, -0.01], [-0.01, -0.02, -0.01], [0.01, 0.01, -0.01], [0.01, 0.01, 0.03], [-0.01, -0.02, 0.03], [-0.02, -0.02, 0.00], [0.02, 0.00, 0.00], [0.01, -0.03, 0.01], [0.01, -0.02, -0.02], [-0.01, 0.01, -0.03], [-0.04, -0.01, -0.01], [-0.03, 0.00, 0.10], [0.10, -0.08, 0.00], [-0.13, 0.00, -0.23], [0.00, 0.08, -0.14], [-0.01, 0.04, 0.21], [0.05, 0.13, 0.18]],
  "orbital_gap_ev": [7.779, 4.984],
  "multiplicity": 5,
  "total_charge": 2,
  "relative_energy_ev": 0.000
}

***

- Among the records above, which one has the lowest multiplicity?
  C30H38Br18N2Si